Below is C3H4N2S in the gas phase, with properties calculated with wB97M-V/def2-TZVPD.

Element x y z (Å)
C -0.0890 0.5013 0.0035
C -1.4746 0.2457 0.0485
C -2.6647 0.0860 0.0209
H 2.3921 -0.0066 -0.7349
H 2.3130 -0.1432 0.8724
H 0.1333 -1.5276 -0.2836
H -3.7643 0.0709 0.0177
N 2.0062 -0.6109 0.0391
N 0.6190 -0.6868 0.0102
S 0.5290 2.0714 0.0062

Its SMILES is C#CC(=S)NN.

---

Below is a molecular structure, C3H4N2S, with properties calculated with wB97M-V/def2-TZVPD.

Element x y z (Å)
C -2.3997 -1.7284 1.9212
C -1.1099 -0.3964 1.3657
C 0.0959 0.0938 -1.1055
N -1.9190 -1.3145 0.8361
N -1.0766 -0.0413 2.6342
S -2.1695 -1.0375 3.4872
H 1.0076 0.7421 -1.0012
H -1.0128 0.3021 -1.0791
H 0.2400 -0.9273 -1.5456
H -0.7698 0.8918 3.0689

As for the net charge: +2.

---

Below is a molecular structure, C3H4N2S2, with properties calculated with wB97M-V/def2-TZVPD.

Element x y z (Å)
C 0.7746 -1.3417 -0.2822
C 1.0748 0.9138 0.0266
C -0.3570 0.6224 -0.1243
H -2.5857 -0.0251 0.9701
H 0.6821 -2.4064 -0.5003
H 1.5877 1.5927 -0.6108
H 1.2492 1.3059 1.0718
N -0.4979 -0.6417 -0.0947
N 1.6806 -0.4641 -0.1172
S -2.0873 -1.3845 -0.1056
S -1.5211 1.8286 -0.2333

---

Below is C3H4N2S2 in the gas phase, with properties calculated with wB97M-V/def2-TZVPD.

Element x y z (Å)
C -0.2814 0.3557 1.2129
C -0.9170 -0.6031 0.3055
C 1.0155 0.0164 -0.6399
H -0.0555 1.6056 3.1898
H -2.0721 -0.9154 -0.0129
H -0.6147 -1.1860 -1.6357
H 1.3475 -0.5253 -2.6797
N -0.0871 -0.8620 -0.7257
N 0.8584 0.6762 0.5069
S -1.2540 1.0558 2.4771
S 2.0604 0.3821 -1.9982

Its SMILES is Sc1c[nH]c(S)n1.

---

Below is 2 unconnected molecules or ions with the total composition C3H4N2S2, with properties calculated with wB97M-V/def2-TZVPD.

Element x y z (Å)
C 3.3276 -1.0881 2.0133
C 0.7888 0.7042 -1.2503
C -0.3155 0.1554 -1.7581
N -1.4695 0.1705 0.6355
N -2.0425 -0.0085 1.6363
S 1.9498 -0.9647 2.5964
S -1.5358 -0.6897 -0.9192
H 1.3393 1.4222 -1.8635
H 1.0613 0.9395 -0.1717
H -0.3817 0.0394 -2.8057
H -2.7218 -0.6802 1.8870

---

Below is C3H4N2S2 in the gas phase, with properties calculated with wB97M-V/def2-TZVPD.

Element x y z (Å)
C -1.4771 -0.5224 -0.2907
C 1.1186 0.8078 -0.1640
C 1.4482 -0.5621 0.2496
H -0.7629 -1.0133 -0.9465
H -1.8926 1.1548 0.5625
H 1.9523 1.5066 -0.3405
H 0.7234 -0.9990 0.9503
N -1.1117 0.6632 0.1665
N 0.0043 1.4386 -0.1068
S -2.8957 -1.2324 -0.0187
S 2.8931 -1.2418 -0.0617

Its SMILES is S=C/C=N\NC=S.

---

Below is C3H4N2S2 in the gas phase, with properties calculated with wB97M-V/def2-TZVPD.

Element x y z (Å)
C -2.7845 0.1626 0.0753
C -0.0556 0.5658 0.2698
C 2.7121 -0.4199 -0.0879
N -2.1743 -0.9120 0.0942
N -3.4857 1.1220 0.0007
S -0.5022 -1.0000 -0.0672
S 1.5730 1.0231 0.1725
H 3.5790 -0.3240 -0.8027
H 1.9944 -1.2523 -0.1484
H 3.2225 -0.6775 0.9812
H -4.0787 1.7122 -0.4874

---

Below is C3H4N2S2 in the gas phase, with properties calculated with wB97M-V/def2-TZVPD.

Element x y z (Å)
C -0.2205 -1.2462 1.2736
C 0.8236 1.2741 -0.6188
C -0.8661 -1.6333 -0.0455
H 0.8171 -1.4923 1.0991
H -0.4652 -1.9401 2.0571
H 1.4936 1.8187 -1.2215
H -1.5540 -2.5189 0.1052
N 0.8272 1.4047 0.6054
N -0.7923 -1.0352 -1.1418
S -0.1873 0.6017 1.6945
S 0.2524 0.0969 -1.8158

Its SMILES is C1=NSC=NSC1.

---

Below is a gas-phase ion, C3H4N3 (charge +1), with properties calculated with wB97M-V/def2-TZVPD.

Element x y z (Å)
C 1.2040 0.2350 1.4174
C 0.3872 -0.3082 -0.1718
C -1.1451 -0.2386 -0.4819
N 1.3592 1.4742 0.9409
N 0.9341 1.1460 -0.1515
N 0.7042 -0.8556 1.0881
H 1.1510 -0.7457 -0.9014
H -1.4868 -0.9396 -1.2496
H -1.2219 0.6752 -0.8855
H -1.8859 -0.4427 0.3953

As for the net charge: +1.

---

Below is a gas-phase ion, C3H4N3 (charge +1), with properties calculated with wB97M-V/def2-TZVPD.

Element x y z (Å)
C 0.3849 -0.4841 1.2730
C -0.8460 -0.2925 1.5675
C 0.1200 0.1379 -0.7423
N -1.7087 0.2780 0.5485
N -1.2688 0.4147 -0.5966
N 0.8749 0.2945 -1.7336
H 1.4704 -0.5918 1.4228
H -1.3979 -0.4616 2.3896
H 1.7809 0.1947 -1.4668
H 0.5904 0.5103 -2.6622

As for the net charge: +1.

---

Below is a gas-phase ion, C3H4N3O (charge -1), with properties calculated with wB97M-V/def2-TZVPD.

Element x y z (Å)
C 0.3901 -2.6252 -0.7221
C 0.6889 -1.6276 -0.0655
C -0.4781 0.9369 0.0884
N 0.7108 0.6931 0.6887
N 0.8974 -0.6675 0.8436
N -0.9416 2.1159 -0.1271
O -0.4826 3.2633 0.2643
H 0.2913 -3.4966 -1.4953
H -1.0142 -0.0130 -0.2229
H 1.6800 -0.7924 1.5134
H -1.7420 2.2131 -0.7655

As for the net charge: -1. Its SMILES is C#CN/N=C/N[O-].

---

Below is a gas-phase ion, C3H4N3O2 (charge +1), with properties calculated with wB97M-V/def2-TZVPD.

Element x y z (Å)
C -0.3413 -1.2056 -0.1237
C -1.0266 -0.3378 -1.0884
C 1.0617 0.3557 1.1100
N 0.4489 -0.8963 0.8565
N -0.9166 0.9045 -1.3522
N 0.5934 1.3601 0.5601
O 0.4755 2.4011 -0.0225
O -0.7514 2.0522 -1.3964
H -0.7065 -2.2832 -0.2718
H -1.6929 -0.9209 -1.6588
H 1.8944 0.1784 1.8405
H 0.9614 -1.6082 1.5467

As for the net charge: +1. Its SMILES is O=N/C=C\NC=[N+]=O.

---

Energy relative to the best compared isomer or geometry (same formula, charge and spin) (kJ/mol)
316.52; 288.03; 304.48; 251.48; 579.39; 266.34; 381.21; 265.88; 434.72; 270.72; 239.66; 854.80
Maximum force (Eh/bohr)
0.052; 0.054; 0.098; 0.127; 0.093; 0.033; 0.065; 0.059; 0.099; 0.105; 0.078; 0.067